No. 1
Entry from OMol25: an isolated ion of composition C3H4N3OS and charge -1 at a distorted geometry (ωB97M-V/def2-TZVPD).

The value obtained for the relative energy (zero: lowest compared OMol25 entry of this formula, charge and spin) is 17.5 kcal per mole. The structure (SMILES) is Nc1cc(=O)n([S-])[nH]1.

ORCA input file:
```
! wB97M-V def2-TZVPD RIJCOSX def2/J DEFGRID3
* xyz -1 1
C 0.132 -1.169 0.028
C 0.790 -0.013 -0.027
C -1.352 -0.921 -0.088
N -0.341 1.137 -0.383
N -1.515 0.393 -0.150
N 2.061 0.527 0.223
O -2.244 -1.760 -0.099
S -2.850 1.283 0.299
H 0.478 -2.097 0.097
H -0.113 1.925 0.351
H 2.292 0.831 -0.709
H 2.664 -0.135 0.457
*
```

=====

No. 2
Entry from OMol25: one molecule with the formula C25H28F3NO4 (ωB97M-V/def2-TZVPD).

The value obtained for the relative energy (zero: lowest compared OMol25 entry of this formula, charge and spin) is 3.1 kcal per mole. The structure (SMILES) is CCO[C@H]1OC(C(=O)NCc2ccccc2)=C[C@@H](c2ccc(C(F)(F)F)cc2)[C@@H]1CCCO.

ORCA input file:
```
! wB97M-V def2-TZVPD RIJCOSX def2/J DEFGRID3
* xyz 0 1
C -0.885 -2.501 2.677
C -0.979 -0.989 2.572
H 0.024 -0.540 2.571
H -1.541 -0.571 3.421
O -1.651 -0.674 1.364
C -1.966 0.671 1.185
C -2.820 0.754 -0.089
C -3.638 2.053 -0.197
C -2.891 3.394 -0.217
C -2.470 3.857 -1.624
O -1.467 4.840 -1.593
H -0.608 4.426 -1.425
H -3.326 4.320 -2.123
H -2.147 3.003 -2.228
H -3.545 4.160 0.202
H -2.013 3.356 0.424
H -4.318 2.060 0.660
H -4.257 1.986 -1.095
H -3.542 -0.062 0.014
C -1.924 0.444 -1.308
C -0.690 1.282 -1.217
C -0.237 1.739 -0.050
O -0.806 1.480 1.171
C 0.905 2.700 0.011
O 1.227 3.355 -0.967
N 1.487 2.803 1.216
H 1.151 2.214 1.962
C 2.624 3.662 1.470
C 3.880 2.852 1.671
C 4.550 2.850 2.885
C 5.694 2.086 3.052
C 6.170 1.313 2.008
C 5.502 1.306 0.794
C 4.363 2.073 0.626
H 3.843 2.078 -0.321
H 5.873 0.706 -0.024
H 7.061 0.717 2.138
H 6.212 2.095 3.999
H 4.182 3.453 3.703
H 2.420 4.282 2.348
H 2.723 4.303 0.590
H -0.154 1.541 -2.115
C -1.621 -1.039 -1.383
C -0.346 -1.541 -1.159
C -0.107 -2.901 -1.195
C -1.149 -3.776 -1.468
C -2.425 -3.289 -1.713
C -2.650 -1.927 -1.676
H -3.643 -1.551 -1.875
H -3.231 -3.972 -1.935
C -0.883 -5.252 -1.456
F 0.285 -5.573 -2.042
F -0.808 -5.742 -0.200
F -1.829 -5.970 -2.079
H 0.885 -3.288 -1.014
H 0.467 -0.866 -0.942
H -2.478 0.709 -2.215
H -2.532 1.046 2.059
H -0.365 -2.777 3.590
H -1.881 -2.934 2.687
H -0.347 -2.899 1.822
*
```

=====

No. 3
Entry from OMol25: C26H64F2N2O24P4 as an isolated structure at a distorted geometry (ωB97M-V/def2-TZVPD).

ORCA input file:
```
! wB97M-V def2-TZVPD RIJCOSX def2/J DEFGRID3
* xyz 0 1
C 5.076 -1.898 3.888
C 4.374 -0.596 4.118
C 2.815 -0.700 4.469
O 2.305 -1.327 3.309
C 0.915 -1.430 3.057
N 4.989 0.154 5.107
H 5.041 -2.131 2.824
H 4.515 -2.601 4.503
H 6.160 -1.894 4.007
H 4.303 -0.046 3.179
H 2.329 0.269 4.584
H 2.532 -1.208 5.390
H 0.450 -2.083 3.796
H 0.906 -1.865 2.058
H 0.426 -0.466 2.923
H 5.764 0.641 4.679
H 5.472 -0.367 5.824
C -5.476 0.658 -1.267
C -5.853 -0.738 -0.793
C -5.187 -1.816 -1.717
O -5.975 -2.015 -2.931
C -7.173 -2.816 -2.990
N -5.208 -0.805 0.536
H -5.934 1.404 -0.617
H -5.941 0.632 -2.252
H -4.389 0.700 -1.209
H -6.915 -0.820 -0.564
H -5.174 -2.748 -1.151
H -4.151 -1.542 -1.921
H -7.699 -2.581 -3.915
H -7.864 -2.393 -2.260
H -7.039 -3.892 -2.880
H -5.093 -1.745 0.887
H -4.236 -0.529 0.526
C -1.267 -3.903 -0.067
O -0.778 -5.008 0.730
P 0.059 -4.613 2.102
O 0.722 -5.737 2.686
O -1.070 -3.832 3.057
C -1.117 -4.202 4.453
O 1.074 -3.419 1.755
C 2.401 -3.664 1.212
H -1.197 -2.906 0.369
H -2.305 -4.054 -0.361
H -0.695 -3.871 -0.994
H -2.175 -4.226 4.713
H -0.633 -3.441 5.065
H -0.812 -5.204 4.755
H 2.680 -4.717 1.232
H 3.193 -3.287 1.859
H 2.634 -3.192 0.257
C 1.019 -2.779 -2.306
O 2.424 -2.424 -2.336
P 2.914 -1.133 -1.366
O 2.023 0.023 -1.336
O 4.441 -0.916 -1.892
C 5.342 -2.004 -1.906
O 3.195 -1.749 0.115
C 3.304 -0.978 1.310
H 0.813 -3.769 -1.900
H 0.677 -2.800 -3.341
H 0.419 -2.143 -1.656
H 5.502 -2.420 -2.901
H 5.089 -2.824 -1.234
H 6.332 -1.841 -1.480
H 3.119 0.093 1.227
H 4.307 -1.104 1.719
H 2.578 -1.457 1.968
C -1.699 -1.943 -2.495
O -0.983 -1.020 -1.650
P -1.824 -0.418 -0.291
O -3.348 -0.397 -0.244
O -1.202 1.059 0.071
C 0.173 1.278 0.190
O -1.077 -1.408 0.766
C -1.418 -1.278 2.156
H -2.620 -2.367 -2.095
H -1.059 -2.775 -2.788
H -2.081 -1.252 -3.246
H 0.467 2.162 -0.376
H 0.778 0.448 -0.175
H 0.494 1.440 1.219
H -2.111 -2.017 2.559
H -1.683 -0.296 2.548
H -0.570 -1.415 2.826
C 0.477 5.481 -1.202
O 0.429 5.317 -2.637
P 0.981 4.086 -3.567
O -0.137 3.538 -4.421
O 1.744 3.039 -2.685
C 1.017 2.189 -1.827
O 2.175 4.671 -4.451
C 2.629 4.093 -5.573
H -0.493 5.631 -0.729
H 0.934 6.455 -1.031
H 1.045 4.712 -0.677
H 1.282 1.132 -1.806
H -0.040 2.386 -2.009
H 1.274 2.361 -0.782
H 3.700 3.914 -5.477
H 2.491 4.744 -6.436
H 2.160 3.215 -6.017
C 0.255 5.134 1.094
C 1.043 3.902 1.442
O 2.295 4.259 0.743
C 2.398 5.547 1.082
O 3.483 6.171 1.037
O 1.236 6.143 1.343
F 0.495 2.818 0.844
H -0.432 5.277 1.929
H -0.390 5.219 0.220
H 1.207 3.765 2.511
C -2.435 3.425 -2.837
C -2.512 2.365 -1.691
O -3.150 3.064 -0.661
C -3.196 4.433 -0.985
O -3.583 5.238 -0.169
O -2.550 4.670 -2.135
F -1.273 1.953 -1.413
H -3.368 3.200 -3.353
H -1.540 3.220 -3.424
H -3.165 1.527 -1.935
*
```

=====

No. 4
Entry from OMol25: one molecule with the formula C5H8N2O3 at a distorted geometry (ωB97M-V/def2-TZVPD).

The value obtained for the relative energy (zero: lowest compared OMol25 entry of this formula, charge and spin) is 42.3 kcal per mole. The structure (SMILES) is CC1=C(N)[C@]([O-])(O)[NH2+]C1=O.

ORCA input file:
```
! wB97M-V def2-TZVPD RIJCOSX def2/J DEFGRID3
* xyz 0 1
C 3.422 -1.056 0.659
C 2.325 -1.429 1.605
C 1.504 -2.527 1.502
N 1.559 -3.527 0.631
C 0.488 -2.645 2.641
O 0.425 -3.676 3.335
N 0.798 -1.293 3.394
C 1.937 -0.641 2.739
O 2.279 0.473 3.080
H 3.846 -0.081 0.925
H 4.235 -1.798 0.677
H 3.052 -0.996 -0.376
H 2.297 -3.592 -0.057
H 0.982 -4.347 0.767
H 0.926 -1.453 4.393
H -0.330 -0.850 3.129
O -1.038 -2.065 2.225
H -0.976 -1.625 1.368
*
```

=====

no.,electronic energy (hartree)
1,-754.3739
2,-1624.7936
3,-4508.7240
4,-530.5099